[1]
A 4-piece molecular cluster, C35H71N6O4P overall, computed with wB97M-V/def2-TZVPD.

Summary:
- electronic energy (Eh) = -2346.55286
- expectation value of S² = 3.763
- total charge = +1
- 2S+1 = 4
- LUMO (spin up / spin down) (eV) = -3.457 / -3.457
- orbital gap (spin up / spin down) (eV) = 6.9 / 7.6

Cartesian coordinates (Å):
N  -5.8747  2.9287  -0.8904
C  -5.0503  2.5198  0.2880
C  -4.2899  1.1672  0.0529
C  -3.0941  0.9365  1.0883
C  -1.9187  0.1350  0.4006
C  -0.5683  0.9875  0.2706
N  -0.3618  1.1998  -1.2022
C  0.4721  0.5375  -2.0927
C  0.1607  1.1910  -3.3375
N  -0.7697  2.1782  -3.0599
P  -1.5558  3.3835  -4.0683
O  -0.8659  4.6799  -3.7877
C  -1.1215  2.1997  -1.7104
H  -5.4959  2.5475  -1.7562
H  -5.8811  3.9507  -0.9154
H  -5.7713  2.3742  1.1360
H  -4.3319  3.3521  0.5214
H  -5.0196  0.3287  0.1783
H  -3.9352  1.1613  -1.0115
H  -3.5225  0.2635  1.8742
H  -2.7888  1.9270  1.5028
H  -2.2724  -0.1252  -0.6341
H  -1.6519  -0.8261  0.9017
H  0.3078  0.4682  0.7218
H  -0.6661  1.9869  0.7707
H  1.1735  -0.2777  -1.8416
H  0.5754  0.9641  -4.3355
H  -1.3352  3.0705  -5.4389
H  -2.9560  3.4633  -3.7695
H  -1.8460  2.8654  -1.2023
C  5.3697  7.4856  -5.2228
C  5.1191  6.4709  -6.3744
C  4.1452  7.0457  -7.4260
C  2.6696  6.9644  -7.0545
C  2.3099  5.5520  -6.6115
C  3.2045  5.0613  -5.4646
N  4.6586  5.1752  -5.7893
O  4.9526  4.2099  -6.6475
C  2.8511  5.8671  -4.1945
C  2.8130  3.6194  -5.1013
C  6.4913  6.3689  -7.0742
H  4.9713  7.1665  -4.2626
H  6.4364  7.6240  -5.0331
H  4.9469  8.4675  -5.4465
H  4.2741  6.5041  -8.3702
H  4.4031  8.0853  -7.6434
H  2.4315  7.6945  -6.2756
H  2.0614  7.2376  -7.9209
H  1.2590  5.5248  -6.3057
H  2.3921  4.8760  -7.4703
H  3.4928  5.5814  -3.3567
H  1.8181  5.6732  -3.8939
H  2.9208  6.9453  -4.3281
H  2.8812  2.9369  -5.9510
H  1.7773  3.5764  -4.7526
H  3.4456  3.2310  -4.2986
H  7.2355  5.9046  -6.4231
H  6.8520  7.3650  -7.3381
H  6.4446  5.7953  -8.0010
C  1.3611  -5.4616  2.3623
C  0.8351  -4.5960  1.1826
C  0.9287  -5.3577  -0.1572
C  2.3091  -5.3686  -0.8014
C  2.8744  -3.9561  -0.8743
C  2.9043  -3.2734  0.5008
N  1.5661  -3.2916  1.1730
O  0.7990  -2.3998  0.5680
C  3.9733  -3.9731  1.3690
C  3.4464  -1.8414  0.3416
C  -0.6709  -4.4470  1.4853
H  2.2758  -5.0822  2.8114
H  0.6501  -5.4861  3.1914
H  1.5454  -6.4942  2.0583
H  0.2359  -4.9060  -0.8773
H  0.5875  -6.3873  -0.0242
H  2.9810  -6.0334  -0.2517
H  2.2353  -5.7811  -1.8111
H  3.8824  -3.9912  -1.2972
H  2.2730  -3.3660  -1.5764
H  4.0030  -3.5475  2.3750
H  4.9657  -3.8424  0.9321
H  3.8296  -5.0486  1.4555
H  2.8623  -1.2466  -0.3639
H  4.4687  -1.8587  -0.0401
H  3.4619  -1.3194  1.3015
H  -0.8386  -3.8557  2.3890
H  -1.1235  -5.4277  1.6414
H  -1.2170  -3.9773  0.6645
C  -5.6449  -3.9497  6.0469
C  -4.2397  -4.6161  6.0502
C  -3.7882  -4.9653  7.4849
C  -3.2207  -3.8011  8.2867
C  -2.1524  -3.0715  7.4826
C  -2.6745  -2.6078  6.1154
N  -3.2787  -3.7276  5.3280
O  -2.2868  -4.4796  4.8764
C  -3.6973  -1.4725  6.3444
C  -1.5320  -1.9196  5.3466
C  -4.4749  -5.9648  5.3368
H  -5.6355  -2.9076  5.7363
H  -6.3175  -4.4318  5.3337
H  -6.1203  -3.9979  7.0290
H  -3.0131  -5.7389  7.4399
H  -4.6190  -5.4102  8.0386
H  -4.0214  -3.1193  8.5881
H  -2.7808  -4.1789  9.2133
H  -1.7905  -2.2135  8.0566
H  -1.2887  -3.7329  7.3523
H  -4.1295  -1.1359  5.3982
H  -3.2125  -0.6088  6.8053
H  -4.5103  -1.7455  7.0152
H  -0.6620  -2.5658  5.2200
H  -1.1861  -1.0350  5.8852
H  -1.8663  -1.5942  4.3573
H  -4.7341  -5.8182  4.2855
H  -5.2978  -6.5018  5.8128
H  -3.6029  -6.6188  5.3846

Forces on the atoms, in the same order (eV/Å):
0.60 -0.11 0.60
-0.28 -0.25 -0.12
-0.17 0.53 0.48
-0.87 -0.93 -0.84
0.50 0.44 0.11
-0.59 -1.03 0.31
-0.47 1.42 2.24
-1.76 2.35 -2.31
0.80 -1.38 2.09
-1.71 0.00 0.47
1.86 3.35 -0.48
-1.00 -1.27 -0.02
2.62 -2.29 -2.38
-0.08 0.34 0.21
-0.16 -0.53 -0.36
0.89 0.34 -0.48
-0.41 -0.84 0.15
0.61 0.63 -0.39
-0.08 -0.08 0.78
0.53 1.00 -0.27
-0.04 -0.91 -0.10
0.54 0.08 0.94
-0.40 0.80 -0.22
-0.64 0.26 -0.60
0.13 -0.88 -0.67
-0.73 0.70 0.00
-0.48 0.48 0.75
-0.41 -0.89 0.63
0.63 -0.90 -0.02
0.75 -0.65 -0.42
-0.17 0.08 0.42
1.10 1.88 0.59
-0.47 -0.36 -0.20
0.02 0.07 0.03
0.14 0.15 -0.38
-1.36 0.25 1.64
-0.48 -1.34 -3.19
0.15 0.42 1.25
0.06 0.30 0.10
0.47 -0.46 -0.41
-0.14 -0.84 -0.14
-0.13 -0.04 -0.11
-0.05 -0.03 -0.22
0.01 -0.05 -0.01
0.12 -0.12 0.14
0.21 -0.10 0.15
-0.01 -0.08 0.04
0.04 0.03 0.04
0.12 -0.09 0.23
0.19 -0.04 0.08
0.04 0.02 -0.09
0.04 -0.14 -0.17
0.10 -0.06 0.00
0.22 0.11 0.00
0.02 0.38 0.03
0.04 0.04 -0.07
-0.09 0.01 0.00
-0.23 0.06 0.19
-0.05 -0.08 0.14
0.38 -0.04 0.27
-0.57 -1.75 1.47
0.30 0.32 -0.52
0.00 -0.06 0.03
-0.38 -0.23 -0.12
2.11 -0.05 0.46
-1.60 0.84 -3.13
0.55 -0.02 1.06
-0.06 -0.30 0.18
-0.60 0.24 0.03
0.02 0.88 -0.27
0.03 0.01 -0.17
-0.11 0.01 -0.21
-0.01 0.06 -0.02
-0.01 0.14 0.16
-0.08 0.14 0.25
0.03 0.08 0.01
0.00 -0.03 0.07
0.03 0.16 0.22
-0.08 0.06 0.15
-0.06 -0.02 -0.06
-0.15 0.14 -0.10
-0.07 0.07 0.04
-0.10 -0.07 0.10
-0.07 -0.24 0.07
-0.06 -0.03 -0.04
0.04 -0.08 -0.01
0.29 -0.05 0.05
0.13 0.06 0.02
-0.17 0.42 -0.01
-2.20 -0.38 0.16
0.57 0.15 0.19
-0.07 0.02 0.01
-0.05 -0.42 0.14
-0.21 2.10 0.34
2.61 -2.12 0.84
-0.92 0.84 -0.42
-0.34 -0.07 0.11
0.20 -0.58 -0.34
0.78 0.06 -0.37
0.14 -0.01 0.12
0.14 -0.15 0.10
0.04 0.00 -0.04
-0.02 0.06 -0.21
-0.09 0.00 -0.27
0.04 0.04 -0.05
-0.06 0.01 -0.03
-0.05 0.10 -0.23
-0.08 -0.01 -0.18
0.01 -0.08 0.03
0.16 -0.15 -0.07
0.00 -0.04 -0.10
-0.16 -0.09 -0.06
-0.23 -0.08 0.12
-0.02 -0.08 0.02
0.03 0.05 0.06
-0.03 0.27 0.11
0.03 0.15 -0.07

Results of the Löwdin charge analysis, in e, for atoms 1 through 4:
1. N -0.0261
2. C -0.2890
3. C -0.2031
4. C -0.1758


[2]
C6H12N2O4 as an isolated structure, computed with wB97M-V/def2-TZVPD.

Summary:
- electronic energy (Eh) = -646.08291
- relative energy (zero: lowest compared OMol25 entry of this formula, charge and spin) (kcal/mol) = 159.10
- LUMO (eV) = -0.426
- orbital gap (eV) = 8.8

Cartesian coordinates (Å):
C  -2.0893  0.2677  2.0206
C  -1.2061  -0.5712  0.9101
C  0.4729  -0.1657  -0.5333
C  1.8107  0.1203  0.2420
C  0.7701  0.3060  -2.0901
C  -0.0400  -0.4196  -3.2228
H  -3.7104  -1.1720  1.7520
H  -2.4946  -1.4337  3.1360
H  -1.3445  0.6446  3.0661
H  -2.6836  1.1713  1.4007
H  -0.8550  1.3568  0.1164
H  0.5827  -1.2034  -0.4142
H  1.8842  0.0002  -2.1249
H  -0.4042  2.2617  -2.7244
H  -1.0697  0.0729  -2.9249
H  -0.1184  -1.5054  -2.8071
H  0.0762  -0.1334  -4.2674
H  3.5618  0.4018  0.4645
N  -3.1759  -0.7085  2.6229
N  -0.7495  0.3550  0.0234
O  -0.7836  -1.7415  1.1716
O  1.8424  0.4706  1.4569
O  0.4111  1.6239  -1.8423
O  2.9981  0.2456  -0.4306

Forces on the atoms, in the same order (eV/Å):
-1.38 -0.86 0.58
0.18 0.43 5.26
2.90 1.10 -2.77
-0.32 3.90 3.34
0.38 -2.26 1.29
-2.77 0.60 4.33
1.94 0.94 2.70
-2.41 1.47 -1.89
-2.27 -0.98 -3.79
1.77 -2.16 2.07
-0.13 -0.40 0.24
-1.08 -1.83 -0.30
-1.47 1.51 -0.84
3.86 -3.28 3.45
1.24 -1.36 -0.88
0.21 1.60 -1.84
0.81 -0.57 0.19
-1.17 -0.28 -2.95
2.27 -0.61 -1.32
2.11 -3.01 -0.72
-1.79 3.73 -1.82
-0.59 -1.71 -3.34
-2.66 4.65 -4.32
0.36 -0.62 3.35

Results of the natural (NBO) charge analysis, in e, for atoms 1 through 4:
1. C -0.3275
2. C 0.6710
3. C -0.1658
4. C 0.7683


[3]
A 2-piece molecular cluster, C2H2Cl2FNO2 overall, computed with wB97M-V/def2-TZVPD.

Summary:
- electronic energy (Eh) = -1302.67548
- relative energy (zero: lowest compared OMol25 entry of this formula, charge and spin) (kcal/mol) = 0.00
- LUMO (spin up / spin down) (eV) = -1.786 / -1.370
- orbital gap (spin up / spin down) (eV) = 7.6 / 8.4

Cartesian coordinates (Å):
C  -0.1028  -0.2354  0.1329
C  -1.4988  1.7445  0.7376
N  -0.9915  -1.0720  0.7766
O  -0.7484  -1.4945  1.8965
O  -2.0531  -1.3286  0.1286
F  -0.9658  2.6063  -0.0973
Cl  -3.0139  1.2037  0.2639
Cl  -1.1990  2.0857  2.3513
H  -0.4329  -0.0554  -0.8463
H  0.8887  0.1157  0.5594

Forces on the atoms, in the same order (eV/Å):
0.28 2.82 1.34
0.94 -1.75 -0.94
-1.20 -1.00 -0.47
-0.10 0.05 0.19
1.56 0.02 0.98
0.27 0.44 -0.28
-0.41 0.23 0.17
0.06 0.08 0.69
0.22 0.14 -1.27
-1.61 -1.02 -0.41

Results of the natural (NBO) charge analysis, in e, for atoms 1 through 4:
1. C -0.2421
2. C 0.2351
3. N 0.4220
4. O -0.4016


[4]
The molecule CH5N3, computed with wB97M-V/def2-TZVPD.

Summary:
- electronic energy (Eh) = -205.24417
- relative energy (zero: lowest compared OMol25 entry of this formula, charge and spin) (kcal/mol) = 92.20
- LUMO (eV) = 1.019
- orbital gap (eV) = 9.5

Cartesian coordinates (Å):
C  0.2444  0.5108  0.8924
N  -0.3874  -0.6336  -1.1359
N  -0.4346  -0.6686  -2.4296
N  0.1861  0.3392  -0.5840
H  1.2777  0.5589  1.2677
H  -0.3681  1.3268  1.3063
H  0.0233  -0.4545  1.2760
H  -0.7358  -1.5256  -0.6945
H  -0.1008  0.2311  -2.8690

Forces on the atoms, in the same order (eV/Å):
0.40 -1.34 -1.06
1.01 0.70 -2.07
-0.97 -0.97 -0.30
0.59 2.06 2.05
-0.06 0.81 -0.67
0.15 -0.41 -0.42
-1.17 -0.91 1.11
0.25 1.07 -0.07
-0.21 -1.02 1.43

Results of the natural (NBO) charge analysis, in e, for atoms 1 through 4:
1. C -0.4584
2. N -0.0014
3. N -0.5315
4. N -0.3176


[5]
The molecule C3H2F2I2, computed with wB97M-V/def2-TZVPD.

Summary:
- electronic energy (Eh) = -910.56813
- relative energy (zero: lowest compared OMol25 entry of this formula, charge and spin) (kcal/mol) = 8.90
- LUMO (eV) = -0.680
- orbital gap (eV) = 8.9

Cartesian coordinates (Å):
C  0.4852  1.4586  -0.2082
C  0.6129  0.1617  0.0542
I  2.4082  -0.8841  0.1309
C  -0.6632  -0.9469  0.1640
F  -0.4720  -1.8012  -0.8911
F  -0.4782  -1.7057  1.2935
I  -2.8823  -0.5093  0.0995
H  -0.3499  2.0725  -0.4001
H  1.3392  2.1543  -0.2429

Forces on the atoms, in the same order (eV/Å):
1.79 0.03 0.35
-2.97 -0.84 -0.08
0.05 0.25 0.15
1.48 0.10 -0.32
-0.25 0.54 0.63
-0.19 0.91 -0.87
1.65 0.26 0.08
-1.71 -0.30 0.09
0.16 -0.95 -0.04

Results of the natural (NBO) charge analysis, in e, for atoms 1 through 4:
1. C -0.3924
2. C -0.2461
3. I 0.2223
4. C 0.5924


[6]
The molecule C23H27N3OS, computed with wB97M-V/def2-TZVPD.

Summary:
- electronic energy (Eh) = -1530.35308
- relative energy (zero: lowest compared OMol25 entry of this formula, charge and spin) (kcal/mol) = 33.91
- LUMO (eV) = 0.461
- orbital gap (eV) = 8.8

Cartesian coordinates (Å):
C  -0.8273  1.7704  -5.4462
C  -0.7621  0.2518  -5.5458
C  0.6693  -0.2612  -5.3834
C  1.2004  -0.0691  -3.9907
N  0.3996  -0.2018  -3.0180
C  0.6944  -0.1669  -1.6832
C  -0.1492  0.5538  -0.8362
C  0.0070  0.5190  0.5398
C  -0.9308  1.3423  1.3622
O  -1.4328  2.3693  0.9443
N  -1.1613  0.8662  2.6066
C  -2.1334  1.4507  3.4975
C  -3.1294  0.3785  3.9436
N  -2.4236  -0.7522  4.5057
C  -3.2130  -1.9671  4.6101
C  -2.3481  -2.8522  5.4967
C  -1.8433  -1.8632  6.5501
C  -1.8271  -0.5114  5.8175
C  1.0237  -0.2537  1.0992
C  1.8737  -0.9671  0.2762
C  1.7197  -0.9235  -1.0985
S  2.8443  -1.8539  -2.1263
C  3.4773  -0.4500  -3.0352
C  4.8201  -0.1286  -2.9250
C  5.3288  0.9525  -3.6215
C  4.4912  1.7168  -4.4180
C  3.1549  1.3847  -4.5395
C  2.6289  0.2896  -3.8589
H  -0.4600  2.1023  -4.4778
H  -0.2243  2.2345  -6.2251
H  -1.8522  2.1152  -5.5588
H  -1.3812  -0.1913  -4.7660
H  -1.1461  -0.0683  -6.5165
H  1.3331  0.2201  -6.1037
H  0.6925  -1.3368  -5.5852
H  -0.9345  1.1574  -1.2647
H  -0.8663  -0.0632  2.8653
H  -2.6393  2.2539  2.9570
H  -1.6246  1.8781  4.3690
H  -3.6822  0.0235  3.0699
H  -3.8511  0.8201  4.6544
H  -3.3796  -2.3873  3.6162
H  -4.1932  -1.7874  5.0844
H  -2.9006  -3.6836  5.9291
H  -1.5143  -3.2456  4.9155
H  -2.5338  -1.8273  7.3930
H  -0.8603  -2.1349  6.9299
H  -0.8079  -0.1378  5.6842
H  -2.3930  0.2441  6.3832
H  1.1782  -0.2767  2.1673
H  2.6737  -1.5603  0.6933
H  5.4552  -0.7322  -2.2950
H  6.3759  1.2013  -3.5377
H  4.8819  2.5708  -4.9508
H  2.5022  1.9880  -5.1533

Forces on the atoms, in the same order (eV/Å):
-0.07 -0.22 -0.02
0.14 0.07 -0.05
-0.42 0.06 -0.15
0.10 0.09 0.13
-0.60 -0.13 -0.93
0.30 -0.02 1.02
0.11 0.03 0.03
0.23 -0.05 -0.29
0.08 0.00 0.21
-0.11 0.13 -0.22
0.00 -0.19 0.25
-0.24 0.08 0.05
0.20 0.18 -0.14
-0.15 -0.10 0.01
0.03 -0.23 -0.07
-0.15 0.05 -0.04
0.03 -0.02 -0.05
0.26 0.20 0.13
-0.13 0.02 -0.01
-0.05 0.02 0.12
0.22 -0.20 -0.34
-0.18 0.34 -0.05
-0.10 -0.39 0.15
0.05 0.04 -0.04
0.04 0.00 -0.02
0.04 0.07 -0.02
-0.11 -0.06 0.03
0.37 -0.03 0.21
0.02 0.11 0.10
0.06 0.10 -0.08
-0.07 0.12 0.01
-0.03 -0.06 -0.08
-0.03 -0.06 0.03
0.01 -0.06 -0.02
0.14 0.00 -0.02
-0.11 0.02 -0.03
-0.01 -0.02 -0.15
0.07 -0.06 0.14
-0.11 0.05 -0.04
-0.01 0.07 0.02
0.04 -0.07 -0.03
-0.09 0.00 0.04
0.01 0.00 -0.01
0.01 -0.07 -0.01
-0.01 -0.05 -0.04
0.03 0.00 0.02
-0.01 0.01 0.08
-0.05 0.10 0.14
0.03 0.00 -0.04
0.00 0.01 0.11
0.09 0.00 0.05
0.06 -0.02 0.08
0.09 0.03 0.00
0.02 0.07 -0.03
-0.05 0.05 -0.11

Results of the natural (NBO) charge analysis, in e, for atoms 1 through 4:
1. C -0.6096
2. C -0.3891
3. C -0.4562
4. C 0.3554